Record 1
C32H44Cl4CoGe2N4O5Si | ωB97M-V/def2-TZVPD

The geometry in ORCA input format:
```
! RIJCOSX wB97M-V def2-TZVPD def2/J DEFGRID3
* xyz 0 2
Co -0.364 -0.961 0.092
C -0.681 2.141 3.799
C -0.338 1.553 2.428
Ge 0.176 -0.360 2.400
C -0.424 -1.393 3.962
C -0.110 -0.836 5.359
C 2.116 -0.295 2.774
C 3.157 0.118 2.043
Ge 2.977 0.510 0.164
C 3.121 -1.060 -0.967
C 4.358 -1.952 -0.822
C 3.666 2.156 -0.569
C 5.195 2.276 -0.610
C 4.542 0.211 2.606
C 4.743 0.523 3.953
C 6.019 0.588 4.491
C 7.132 0.351 3.693
C 6.955 0.054 2.351
C 5.673 -0.009 1.820
H -0.890 3.213 3.726
H 0.136 2.018 4.514
H -1.564 1.667 4.234
H 0.516 2.078 1.992
H -1.170 1.690 1.731
H 0.087 -2.349 3.821
H -1.485 -1.626 3.864
H 0.941 -0.550 5.466
H -0.314 -1.588 6.127
H -0.706 0.041 5.602
H 2.366 -0.621 3.790
H 2.999 -0.712 -1.998
H 2.221 -1.629 -0.713
H 5.262 -1.467 -1.201
H 4.227 -2.879 -1.384
H 4.538 -2.233 0.217
H 3.217 2.972 -0.003
H 3.256 2.217 -1.580
H 5.630 2.296 0.387
H 5.480 3.200 -1.115
H 5.660 1.452 -1.158
H 3.887 0.739 4.581
H 6.146 0.836 5.538
H 8.129 0.406 4.114
H 7.812 -0.131 1.715
H 5.567 -0.260 0.771
O 0.068 3.682 -3.417
C -0.168 2.637 -4.202
O -0.401 2.771 -5.372
C -0.150 1.275 -3.572
C -0.400 0.100 -4.256
Cl -0.681 -0.164 -5.904
N -0.334 -0.927 -3.376
N -0.017 -0.492 -2.149
C 0.111 0.820 -2.260
C 0.631 1.540 -1.062
O 0.695 2.746 -0.994
O 1.090 0.714 -0.134
C -0.389 -2.339 -3.667
C -1.454 -2.859 -4.380
C -1.461 -4.212 -4.675
C -0.424 -5.027 -4.235
C 0.622 -4.491 -3.500
C 0.650 -3.133 -3.222
H 0.242 3.413 -2.487
H -2.264 -2.219 -4.705
H -2.288 -4.633 -5.230
H -0.444 -6.088 -4.452
H 1.416 -5.126 -3.130
H 1.456 -2.695 -2.643
Cl 0.855 -4.433 0.037
Si -0.816 -3.163 0.301
Cl -2.220 -3.934 -1.079
Cl -1.663 -3.881 2.093
C -5.196 -1.222 -1.217
N -4.171 -0.180 -1.167
C -3.424 -0.040 -2.401
C -3.454 -0.006 -0.004
O -2.214 0.050 0.000
N -4.171 0.119 1.138
C -5.558 0.548 1.190
C -3.498 -0.012 2.421
H -4.779 -2.126 -1.672
H -6.055 -0.894 -1.805
H -5.533 -1.482 -0.219
H -4.115 0.204 -3.210
H -2.902 -0.968 -2.652
H -2.697 0.762 -2.310
H -5.890 0.873 0.210
H -5.642 1.388 1.883
H -6.212 -0.251 1.546
H -2.513 -0.432 2.268
H -4.069 -0.681 3.068
H -3.405 0.961 2.912
*
```

The orbital gap (spin up / spin down) comes out at 7.590 / 7.152 eV. The calculation puts the electronic energy at -9508.05906 a.u. For the LUMO energy (spin up / spin down), the calculation gives -0.343 / -0.239 eV.

Mulliken atomic charge list, values in e, 6 entries: 1.51 -1.56 0.03 0.22 -0.30 -1.28

Record 2
C24H14Br2F3N4O5Pd | ωB97M-V/def2-TZVPD

The geometry in ORCA input format:
```
! RIJCOSX wB97M-V def2-TZVPD def2/J DEFGRID3
* xyz 1 1
Pd -1.720 -0.297 0.307
O -2.521 -0.302 -4.151
C -1.217 -0.407 -4.447
C -0.904 -0.561 -5.801
C 0.404 -0.683 -6.207
C 1.447 -0.656 -5.277
C 1.150 -0.493 -3.947
C -0.177 -0.359 -3.502
C -0.443 -0.162 -2.074
O -1.674 -0.235 -1.669
N 0.595 0.112 -1.296
N 0.212 0.222 0.076
C 0.829 -0.897 0.980
C 0.062 -0.828 2.315
C 0.618 -1.147 3.533
C -0.198 -1.128 4.662
C -1.527 -0.773 4.539
C -2.023 -0.450 3.285
N -1.239 -0.478 2.211
H -2.626 -0.269 -3.185
H -1.722 -0.587 -6.508
H 0.621 -0.809 -7.260
H 2.473 -0.766 -5.601
H 1.940 -0.471 -3.209
H 1.095 -2.804 0.602
H 1.660 -1.425 3.607
H 0.211 -1.392 5.627
H -2.185 -0.746 5.395
H -3.050 -0.159 3.118
Br 3.702 -2.742 1.778
C 3.456 -0.904 1.515
C 4.562 -0.026 1.716
C 4.440 1.329 1.578
Br 5.908 2.447 1.883
C 3.190 1.902 1.185
C 2.869 3.252 0.926
C 1.612 3.602 0.478
C 0.649 2.618 0.236
N 0.951 1.370 0.539
C 2.172 0.984 0.990
C 2.245 -0.402 1.163
O 0.586 -2.048 0.284
H 5.513 -0.455 1.997
H 3.625 4.014 1.067
H 1.360 4.630 0.264
H -0.325 2.801 -0.199
F -6.176 -1.843 1.220
C -5.840 -0.568 1.033
F -6.133 0.104 2.163
F -6.588 -0.074 0.048
C -4.338 -0.387 0.728
O -3.586 -1.395 0.873
O -3.948 0.738 0.410
*
```

Its energy relative to the best compared isomer or geometry (same formula, charge and spin) is 0.0 kJ/mol. The orbital gap comes out at 5.478 eV. The calculation puts the electronic energy at -7093.47249 a.u. For the LUMO energy, the calculation gives -5.199 eV.

natural (NBO) atomic charge list, values in e, 6 entries: 1.01 -0.65 0.37 -0.27 -0.14 -0.26

Record 3
C5H6O | ωB97M-V/def2-TZVPD

The geometry in ORCA input format:
```
! RIJCOSX wB97M-V def2-TZVPD def2/J DEFGRID3
* xyz 0 1
C -1.852 0.387 -0.206
C -0.950 -0.843 -0.068
C 0.442 -0.430 0.042
C 1.535 0.019 0.285
C 2.837 0.511 0.667
O 3.017 1.630 1.091
H -1.519 1.163 0.485
H -1.776 0.793 -1.216
H -2.894 0.141 0.007
H -1.082 -1.552 -0.891
H -1.169 -1.385 0.857
H 3.660 -0.221 0.559
*
```

Its energy relative to the best compared isomer or geometry (same formula, charge and spin) is 175.1 kJ/mol. The orbital gap comes out at 10.681 eV. Its structure (SMILES) is CCC#CC=O. The calculation puts the electronic energy at -269.27956 a.u. For the LUMO energy, the calculation gives 0.347 eV.

natural (NBO) atomic charge list, values in e, 6 entries: -0.59 -0.49 0.10 -0.16 0.36 -0.49

Record 4
C3H8N2 | ωB97M-V/def2-TZVPD

The geometry in ORCA input format:
```
! RIJCOSX wB97M-V def2-TZVPD def2/J DEFGRID3
* xyz 0 1
H -1.338 4.351 0.482
N -1.245 3.611 -0.204
C -0.224 2.903 0.086
N 0.001 1.727 -0.595
H 0.396 3.095 0.961
H -0.562 1.646 -1.433
H 0.975 1.530 -0.741
C 0.029 -3.697 0.071
C 0.554 -2.521 0.377
H -0.725 -4.268 0.598
H 0.453 -4.257 -0.758
H 0.379 -2.106 1.365
H 1.308 -2.014 -0.209
*
```

Its energy relative to the best compared isomer or geometry (same formula, charge and spin) is 215.4 kJ/mol. The orbital gap comes out at 10.447 eV. Its structure (SMILES) is [H]/N=C/N.C=C. The calculation puts the electronic energy at -228.56661 a.u. For the LUMO energy, the calculation gives 0.911 eV.

natural (NBO) atomic charge list, values in e, 6 entries: 0.34 -0.70 0.27 -0.81 0.15 0.39

Record 5
CH10N3O2 | ωB97M-V/def2-TZVPD

The geometry in ORCA input format:
```
! RIJCOSX wB97M-V def2-TZVPD def2/J DEFGRID3
* xyz 1 1
N 0.673 -0.470 0.297
C 1.598 0.206 0.990
N 1.232 0.916 2.053
N 2.861 0.194 0.618
H -0.175 0.016 -0.021
H 0.901 -1.338 -0.154
H 1.905 1.506 2.508
H 0.342 0.722 2.473
H 3.130 -0.210 -0.277
H 3.656 0.519 1.143
H -2.087 -0.070 -1.109
H -2.349 1.387 -0.703
O -1.694 0.683 -0.631
H -3.131 -1.897 -2.903
H -3.813 -0.784 -2.194
O -3.049 -1.381 -2.089
*
```

Its energy relative to the best compared isomer or geometry (same formula, charge and spin) is 56.2 kJ/mol. The orbital gap comes out at 12.065 eV. The calculation puts the electronic energy at -358.65999 a.u. For the LUMO energy, the calculation gives -2.857 eV.

natural (NBO) atomic charge list, values in e, 6 entries: -0.82 0.68 -0.74 -0.75 0.46 0.42

Record 6
C24H30AuN3O4SSi | ωB97M-V/def2-TZVPD

The geometry in ORCA input format:
```
! RIJCOSX wB97M-V def2-TZVPD def2/J DEFGRID3
* xyz -2 1
Au 0.161 0.981 1.241
C -4.349 -1.519 -2.295
C -3.708 -1.318 -0.950
C -3.546 -0.036 -0.426
C -2.957 0.153 0.813
C -2.534 -0.941 1.545
C -2.715 -2.216 1.049
C -3.282 -2.406 -0.204
S -1.869 -0.711 3.216
O -1.481 -2.037 3.691
O -3.033 -0.179 3.931
N -0.694 0.341 3.071
C 0.207 0.314 4.190
C 1.449 1.246 4.067
O 2.063 1.448 5.125
O 1.762 1.692 2.943
H -5.270 -0.942 -2.369
H -4.584 -2.569 -2.469
H -3.680 -1.185 -3.087
H -3.885 0.817 -0.997
H -2.829 1.134 1.238
H -2.405 -3.045 1.666
H -3.397 -3.408 -0.602
H 0.604 -0.704 4.349
H -0.323 0.601 5.111
C -0.554 4.156 1.015
Si 0.147 3.643 -0.668
C 1.779 4.619 -0.954
C -1.100 4.396 -1.954
N 0.405 1.953 -0.702
C 1.029 1.302 -1.703
C 1.520 -0.004 -1.509
C 2.176 -0.697 -2.498
C 2.391 -0.123 -3.746
C 1.916 1.159 -3.969
C 1.241 1.848 -2.986
H -0.537 5.235 1.141
H 0.038 3.706 1.802
H -1.577 3.818 1.139
H 1.633 5.695 -0.992
H 2.268 4.314 -1.874
H 2.459 4.399 -0.139
H -1.345 5.426 -1.699
H -2.031 3.836 -1.968
H -0.711 4.403 -2.969
H 1.380 -0.424 -0.525
H 2.535 -1.701 -2.293
H 2.926 -0.657 -4.523
H 2.087 1.633 -4.932
H 0.889 2.844 -3.196
C 2.977 -5.222 -0.297
C 2.317 -4.007 0.291
C 1.046 -3.610 -0.106
C 0.487 -2.478 0.462
N 1.094 -1.755 1.382
C 2.301 -2.120 1.772
C 2.956 -3.229 1.252
H 2.262 -5.807 -0.873
H 3.385 -5.856 0.490
H 3.796 -4.924 -0.955
H 0.493 -4.176 -0.841
H -0.492 -2.128 0.168
H 2.762 -1.483 2.516
H 3.947 -3.495 1.597
*
```

Its energy relative to the best compared isomer or geometry (same formula, charge and spin) is 95.8 kJ/mol. The orbital gap comes out at 5.513 eV. The calculation puts the electronic energy at -2221.23189 a.u. For the LUMO energy, the calculation gives 4.337 eV.

natural (NBO) atomic charge list, values in e, 6 entries: 0.69 -0.62 -0.03 -0.23 -0.15 -0.30

Record 7
H30O15 | ωB97M-V/def2-TZVPD

The geometry in ORCA input format:
```
! RIJCOSX wB97M-V def2-TZVPD def2/J DEFGRID3
* xyz 0 1
O -2.388 2.354 2.534
H -2.014 2.085 1.711
H -1.721 2.283 3.189
O 3.222 -0.242 -1.056
H 3.382 -0.166 -1.971
H 4.100 -0.209 -0.656
O -1.160 2.153 0.061
H -0.816 2.966 0.387
H -1.141 2.203 -0.888
O 0.325 -2.939 -1.327
H 0.208 -3.881 -1.251
H 1.260 -2.872 -1.091
O -0.053 -0.345 -0.119
H 0.855 -0.252 0.115
H -0.544 0.482 -0.103
O -1.163 1.706 -2.652
H -1.949 1.272 -2.469
H -0.453 1.061 -2.639
O 1.582 1.100 3.039
H 1.745 1.493 2.184
H 2.404 1.093 3.514
O 2.085 -1.302 1.828
H 1.798 -0.640 2.428
H 1.733 -2.148 2.071
O -3.539 1.473 -1.476
H -4.209 2.163 -1.564
H -3.198 1.364 -0.559
O -2.394 -1.098 -1.929
H -1.906 -1.751 -2.442
H -2.301 -1.254 -1.010
O 2.964 -2.960 -0.704
H 2.825 -2.004 -0.791
H 2.999 -3.123 0.231
O 0.678 -0.172 -2.682
H 0.396 -0.342 -1.781
H 1.250 -0.949 -2.860
O -1.098 -1.395 2.337
H -1.411 -2.182 1.932
H -0.523 -1.033 1.646
O 2.353 1.891 0.492
H 2.559 2.804 0.435
H 2.927 1.519 -0.171
O -3.249 -0.088 0.997
H -2.566 -0.447 1.486
H -3.853 0.320 1.593
*
```

Its energy relative to the best compared isomer or geometry (same formula, charge and spin) is 112.9 kJ/mol. The orbital gap comes out at 9.915 eV. The calculation puts the electronic energy at -1146.59707 a.u. For the LUMO energy, the calculation gives -0.355 eV.

natural (NBO) atomic charge list, values in e, 6 entries: -0.97 0.49 0.47 -0.95 0.49 0.49

Q: Which value of electronic energy does entry 3 give?
A: -269.27956 a.u.

Q: Which value of electronic energy does entry 6 give?
A: -2221.23189 a.u.

Q: Which formula does entry 6 have?
A: C24H30AuN3O4SSi